(1)
Computed, not measured: a cluster of 2 separate species, C5H6O in total, with wB97M-V/def2-TZVPD.

```
12
Properties=species:S:1:pos:R:3
C 0.749 1.340 -0.465
C 1.228 0.647 0.786
C 1.093 -0.631 1.051
O 0.995 -1.767 1.323
H 1.574 1.880 -0.943
H -0.037 2.068 -0.231
H 0.341 0.630 -1.189
H 1.728 1.216 1.565
C -1.721 -1.681 -0.015
C -2.124 -1.015 -0.932
H -1.329 -2.258 0.795
H -2.498 -0.431 -1.744
```

As for the multiplicity: 1. The HOMO energy comes out at -8.849 eV. The value obtained for the largest force on an atom is 0.98 eV Å⁻¹. For the orbital gap, the calculation gives 9.679 eV. The structure (SMILES) is CC=C=O.C#C. For the energy above the lowest of the compared OMol25 structures with the same formula, charge and spin, the calculation gives 66.1 kcal per mole. The total energy is -269.2409 Eh.

Atomic partial charges in e from the natural (NBO) method, atoms 1 to 5: number 1, C, carries -0.6026; number 2, C, carries -0.5431; number 3, C, carries 0.7227; number 4, O, carries -0.4846; number 5, H, carries 0.2142

(2)
Computed, not measured: the molecule C5H6O, with wB97M-V/def2-TZVPD.

```
12
Properties=species:S:1:pos:R:3
C 1.910 -1.353 -0.723
C 1.057 -0.728 -0.148
C -0.091 -0.056 0.478
C -0.129 1.459 0.286
C -1.326 -0.709 -0.143
O -2.169 -0.095 -0.746
H 2.676 -1.900 -1.228
H -0.089 -0.309 1.550
H 0.687 1.952 0.820
H -0.061 1.704 -0.776
H -1.083 1.846 0.655
H -1.382 -1.810 -0.026
```

As for the multiplicity: 1. The HOMO energy comes out at -9.882 eV. The value obtained for the largest force on an atom is 0.55 eV Å⁻¹. For the orbital gap, the calculation gives 10.810 eV. The structure (SMILES) is C#C[C@@H](C)C=O. For the energy above the lowest of the compared OMol25 structures with the same formula, charge and spin, the calculation gives 42.4 kcal per mole. The total energy is -269.2786 Eh.

Atomic partial charges in e from the natural (NBO) method, atoms 1 to 5: number 1, C, carries -0.2347; number 2, C, carries 0.0006; number 3, C, carries -0.4050; number 4, C, carries -0.5929; number 5, C, carries 0.4623